Record 1
# C3H12IO3

A 4-piece molecular cluster, C3H12IO3 overall in a non-equilibrium geometry (wB97M-V/def2-TZVPD, the Open Molecules 2025 dataset).

Cartesian coordinates (Å):
I 2.012 0.364 -1.771
O 0.596 3.048 0.017
O 1.260 -0.810 1.749
O -1.414 0.475 -1.653
C -1.813 -0.848 -1.867
C 1.314 -2.178 1.481
C -0.299 2.440 1.012
H 1.459 -0.579 0.839
H -2.627 -0.771 -2.587
H -2.294 -1.344 -1.024
H 0.332 -2.575 1.225
H -0.782 3.142 1.691
H 1.963 -2.276 0.610
H -1.093 1.855 0.548
H 1.032 2.343 -0.466
H 1.673 -2.742 2.341
H -0.999 -1.503 -2.177
H 0.153 1.599 1.537
H -0.472 0.360 -1.505

Multiplicity = 1
Net charge = -1
Strongest force on any atom = 0.048 Eh/bohr
Orbital gap = 8.00 eV
E_LUMO = 3.384 eV
ΔE to the lowest compared entry with this formula, charge and spin = 44.7 kcal per mole
Energy = -17550.15815 eV

Record 2
# C3H12N2O

A 2-piece molecular cluster, C3H12N2O overall in a non-equilibrium geometry (wB97M-V/def2-TZVPD, the Open Molecules 2025 dataset).

Cartesian coordinates (Å):
O 1.588 -0.307 3.230
N 0.800 1.175 0.698
N 0.110 -1.463 -0.964
C -1.595 -0.001 -2.030
C -0.387 -0.052 -1.118
C -0.496 0.601 0.312
H -2.154 -0.945 -2.014
H 2.467 -0.073 2.893
H 1.243 0.644 1.435
H -2.150 0.904 -1.831
H 0.534 0.461 -1.418
H -0.831 -0.095 1.084
H 1.430 -1.058 2.636
H 1.112 -1.510 -1.095
H -0.076 -1.911 -0.074
H -1.279 1.417 0.415
H -1.262 0.064 -3.059
H 0.945 2.150 0.900

Multiplicity = 1
Strongest force on any atom = 0.052 Eh/bohr
Orbital gap = 9.42 eV
E_LUMO = 0.653 eV
ΔE to the lowest compared entry with this formula, charge and spin = 20.4 kcal per mole
Energy = -8332.43953 eV

Record 3
# C3H12N2O

C3H12N2O as an isolated structure in a non-equilibrium geometry (wB97M-V/def2-TZVPD, the Open Molecules 2025 dataset).

Cartesian coordinates (Å):
O -1.524 0.972 0.382
N 1.442 1.025 0.362
N 0.088 -1.691 -0.903
C 1.388 -0.328 0.957
C 1.358 -1.526 -0.073
C -2.427 1.308 -0.672
H -3.219 2.042 -0.470
H 2.365 -0.475 1.464
H -1.386 2.173 0.523
H 2.200 -1.498 -0.751
H 1.448 -2.441 0.494
H -2.917 0.468 -1.172
H -1.819 1.801 -1.441
H 0.652 -0.411 1.762
H -0.572 -2.489 -0.600
H 1.969 1.594 1.023
H 0.564 1.451 0.548
H 0.313 -1.928 -1.960

Multiplicity = 1
Strongest force on any atom = 0.129 Eh/bohr
Orbital gap = 9.35 eV
E_LUMO = 0.608 eV
ΔE to the lowest compared entry with this formula, charge and spin = 69.3 kcal per mole
Energy = -8330.31758 eV

Record 4
# C3H12N2O2

A 3-piece molecular cluster, C3H12N2O2 overall in a non-equilibrium geometry (wB97M-V/def2-TZVPD, the Open Molecules 2025 dataset).

Cartesian coordinates (Å):
O -1.725 0.200 1.780
O 0.203 -0.420 -2.655
N 0.727 0.422 0.895
N -0.835 1.162 -0.606
C 1.268 -0.805 0.267
C 0.357 1.588 0.125
C 0.273 -1.932 0.312
H -0.515 -1.752 -0.407
H 1.502 -0.601 -0.786
H -0.570 0.645 -1.482
H -1.483 0.738 0.110
H 2.200 -1.083 0.763
H 0.704 -2.920 0.101
H -0.228 0.227 1.357
H -0.171 -0.227 -3.529
H 1.071 1.992 -0.592
H -2.322 0.666 2.390
H -0.033 -2.084 1.355
H 0.171 2.414 0.811

Multiplicity = 2
Net charge = -1
Strongest force on any atom = 0.031 Eh/bohr
Orbital gap (alpha / beta) = 7.92 / 5.65 eV
E_LUMO (alpha / beta) = 4.113 / 1.857 eV
ΔE to the lowest compared entry with this formula, charge and spin = 37.6 kcal per mole
Energy = -10378.22714 eV

Record 5
# C3H12N2O2

A 3-piece molecular cluster, C3H12N2O2 overall in a non-equilibrium geometry (wB97M-V/def2-TZVPD, the Open Molecules 2025 dataset).

Cartesian coordinates (Å):
O 1.816 -2.819 0.190
O -3.764 1.316 -0.248
N -0.998 0.382 1.479
N 0.975 -0.109 0.319
C 1.733 0.747 -1.865
C 0.321 0.015 1.406
C 0.530 0.602 -0.882
H 0.753 -0.395 2.320
H 1.416 0.372 -2.809
H 0.163 1.608 -0.660
H -0.189 -0.102 -1.329
H -4.410 1.471 -0.941
H 2.729 -3.032 -0.021
H 1.805 -1.848 0.303
H -1.484 0.367 0.606
H 2.572 0.288 -1.348
H -3.108 0.705 -0.602
H 1.991 1.803 -1.930
H -1.503 0.421 2.339

Multiplicity = 1
Strongest force on any atom = 0.042 Eh/bohr
Orbital gap = 9.61 eV
E_LUMO = 0.539 eV
ΔE to the lowest compared entry with this formula, charge and spin = 31.7 kcal per mole
Energy = -10380.17614 eV

Record 6
# C3H12N2O2

A 3-piece molecular cluster, C3H12N2O2 overall in a non-equilibrium geometry (wB97M-V/def2-TZVPD, the Open Molecules 2025 dataset).

Cartesian coordinates (Å):
O -3.218 -0.619 -0.684
O -0.376 2.174 2.122
N 0.340 -0.302 0.481
N 1.486 -2.017 1.423
C 0.439 0.065 -1.850
C 0.203 0.690 -0.463
C 1.527 -0.838 0.897
H 2.239 -2.621 1.674
H 0.792 1.649 -0.207
H -2.739 -0.133 -1.316
H -0.544 -0.852 0.813
H 1.362 -0.406 -2.001
H 2.485 -0.304 0.567
H -0.208 -0.868 -1.989
H -1.065 1.962 1.512
H 0.339 1.554 1.884
H 0.256 0.882 -2.606
H -2.480 -1.012 0.093
H -0.838 0.995 -0.351

Multiplicity = 1
Strongest force on any atom = 0.118 Eh/bohr
Orbital gap = 9.45 eV
E_LUMO = 0.343 eV
ΔE to the lowest compared entry with this formula, charge and spin = 65.8 kcal per mole
Energy = -10378.69456 eV

Record 7
# C3H12N2O2

A 2-piece molecular cluster, C3H12N2O2 overall in a non-equilibrium geometry (wB97M-V/def2-TZVPD, the Open Molecules 2025 dataset).

Cartesian coordinates (Å):
O -1.144 -0.383 2.194
O -1.643 0.433 -1.646
N 1.214 0.988 1.398
N 1.611 -0.776 -0.679
C 0.212 -0.429 -0.248
C 0.262 1.001 0.294
C -0.668 -0.609 -1.532
H -1.353 -1.442 -1.307
H 0.629 1.773 -0.414
H -1.698 -0.325 2.976
H 1.923 -0.131 -1.393
H -0.709 1.386 0.619
H -1.893 -0.315 1.588
H -1.289 1.244 -2.012
H -0.079 -1.140 0.516
H 2.160 0.985 1.051
H 1.630 -1.722 -1.033
H -0.128 -0.832 -2.450
H 0.962 0.295 2.079

Multiplicity = 1
Strongest force on any atom = 0.069 Eh/bohr
Orbital gap = 8.93 eV
E_LUMO = 0.596 eV
ΔE to the lowest compared entry with this formula, charge and spin = 44.8 kcal per mole
Energy = -10379.60577 eV

Record 8
# C3H12N2OP

A 2-piece molecular cluster, C3H12N2OP overall in a non-equilibrium geometry (wB97M-V/def2-TZVPD, the Open Molecules 2025 dataset).

Cartesian coordinates (Å):
P -0.216 -0.032 -0.641
O -0.062 0.984 0.538
N -1.632 -0.818 -0.230
N -0.548 0.779 -2.065
C 0.917 2.034 0.752
C 2.458 -1.613 -0.057
C -2.313 -0.883 1.085
H 2.371 -0.981 0.744
H 1.348 2.546 -0.142
H -1.824 -0.331 1.831
H -2.210 -1.835 1.615
H -1.860 -1.677 -0.682
H 0.567 2.935 1.351
H 2.105 -2.582 -0.148
H -0.228 1.713 -2.235
H 3.091 -1.353 -0.779
H 1.860 1.558 1.214
H -3.297 -0.719 0.778
H -0.529 0.275 -2.929

Multiplicity = 1
Net charge = +1
Strongest force on any atom = 0.078 Eh/bohr
Orbital gap (alpha / beta) = 6.90 / 9.11 eV
E_LUMO (alpha / beta) = -5.960 / -4.087 eV
ΔE to the lowest compared entry with this formula, charge and spin = 93.2 kcal per mole
Energy = -17612.33532 eV

Record 9
# C3H12N2OS

A 2-piece molecular cluster, C3H12N2OS overall in a non-equilibrium geometry (wB97M-V/def2-TZVPD, the Open Molecules 2025 dataset).

Cartesian coordinates (Å):
S 2.570 1.029 -1.249
O -0.978 1.894 2.743
N -0.247 0.185 -0.258
N -2.080 -1.218 -1.389
C -1.679 -0.219 -0.283
C 0.762 -0.867 -0.100
C 2.240 -0.227 0.068
H -2.241 -0.635 -2.253
H 3.130 0.312 -2.246
H -1.250 -1.713 -1.602
H 3.024 -1.014 -0.037
H 0.780 -1.471 0.838
H 0.703 -1.410 -1.092
H -2.340 0.633 -0.377
H 2.466 0.357 0.958
H -1.498 1.530 1.987
H -0.029 1.023 0.360
H -1.440 2.515 3.282
H -1.895 -0.706 0.652

Multiplicity = 2
Net charge = -1
Strongest force on any atom = 0.056 Eh/bohr
Orbital gap (alpha / beta) = 1.95 / 8.47 eV
E_LUMO (alpha / beta) = 2.904 / 2.952 eV
ΔE to the lowest compared entry with this formula, charge and spin = 32.2 kcal per mole
Energy = -19166.16097 eV

Record 10
# C3H12N2OS

A 2-piece molecular cluster, C3H12N2OS overall in a non-equilibrium geometry (wB97M-V/def2-TZVPD, the Open Molecules 2025 dataset).

Cartesian coordinates (Å):
S 1.371 -2.892 -0.522
O 0.016 0.573 2.915
N -0.394 2.023 0.161
N -1.223 -0.894 -0.048
C 0.143 -0.416 -0.345
C 0.962 -1.263 -1.286
C 0.188 1.096 -0.792
H -0.155 1.017 2.069
H 0.126 2.862 0.354
H -0.230 1.219 -1.799
H 1.903 -0.714 -1.380
H -1.680 -0.900 -0.965
H 0.638 -0.436 0.631
H 0.528 -1.429 -2.273
H -1.409 1.972 0.146
H -0.607 -0.105 3.115
H 0.266 -2.811 0.279
H 1.271 1.277 -0.747
H -1.713 -0.179 0.487

Multiplicity = 2
Net charge = -1
Strongest force on any atom = 0.041 Eh/bohr
Orbital gap (alpha / beta) = 2.19 / 8.43 eV
E_LUMO (alpha / beta) = 3.143 / 3.119 eV
ΔE to the lowest compared entry with this formula, charge and spin = 8.6 kcal per mole
Energy = -19167.18146 eV

Record 11
# C3H12N2OS

A 2-piece molecular cluster, C3H12N2OS overall in a non-equilibrium geometry (wB97M-V/def2-TZVPD, the Open Molecules 2025 dataset).

Cartesian coordinates (Å):
S -0.428 -2.876 -0.748
O 1.596 -0.672 6.684
N -0.178 2.458 -1.090
N -1.477 -0.534 -2.224
C 0.280 1.211 -1.683
C 0.359 -1.171 -0.609
C -0.525 -0.057 -1.108
H -1.296 -3.188 0.259
H 0.185 3.244 -1.529
H -1.307 0.320 -0.285
H -2.030 0.362 -2.338
H 1.367 0.897 -1.604
H 0.681 -1.028 0.474
H -0.025 2.565 -0.169
H 0.317 1.215 -2.828
H 1.275 0.256 6.979
H 0.955 -0.878 6.070
H -1.044 -0.738 -3.088
H 1.297 -1.389 -1.162

Multiplicity = 1
Strongest force on any atom = 0.089 Eh/bohr
Orbital gap = 9.15 eV
E_LUMO = 0.649 eV
ΔE to the lowest compared entry with this formula, charge and spin = 50.4 kcal per mole
Energy = -19166.55338 eV

Record 12
# C3H12N2OS

A 2-piece molecular cluster, C3H12N2OS overall in a non-equilibrium geometry (wB97M-V/def2-TZVPD, the Open Molecules 2025 dataset).

Cartesian coordinates (Å):
S -1.958 1.964 0.073
O 3.279 -1.238 4.871
N -1.373 -0.651 -1.836
N 1.203 -1.626 -2.249
C 0.846 -1.054 -0.930
C -0.607 0.625 0.135
C -0.243 0.035 -1.214
H -1.535 -0.435 -2.812
H 0.409 -1.814 -0.293
H 1.800 -2.437 -2.177
H 3.843 -1.419 5.600
H 0.254 1.180 0.488
H 3.853 -1.389 4.121
H -1.091 2.944 0.445
H 0.138 0.763 -1.929
H -2.249 -0.338 -1.411
H 1.745 -0.511 -0.609
H 1.902 -1.009 -2.659
H -1.019 -0.168 0.752

Multiplicity = 1
Strongest force on any atom = 0.048 Eh/bohr
Orbital gap = 9.78 eV
E_LUMO = 0.702 eV
ΔE to the lowest compared entry with this formula, charge and spin = 22.4 kcal per mole
Energy = -19167.76890 eV